# 1
# C29H35O5SeV

C29H35O5SeV as an isolated structure at a distorted geometry (ωB97M-V with the def2-TZVPD basis set, the OMol25 dataset).

Summary:
HOMO (alpha / beta)	-2.480 / -2.026	eV
total charge	-1
LUMO level (alpha / beta)	0.0768 / 0.0768	Ha
max |F|	0.0542	hartree/bohr
2S+1	2
frontier orbital gap (alpha / beta)	4.6 / 4.1	eV

Structure (XYZ):
```
71
C29H35O5SeV, DFT ωB97M-V with the def2-TZVPD basis set
C 0.342 -0.749 -4.396
C 0.101 -1.380 -3.017
C -0.109 0.728 -4.324
C -0.989 0.797 -3.063
H -0.679 0.937 -5.236
H 0.764 1.388 -4.298
C -1.149 -0.642 -2.510
H 0.982 -1.145 -2.401
H -0.032 -2.472 -3.077
C -1.284 -0.423 -1.029
H -2.034 -1.151 -2.916
H -1.978 1.212 -3.314
C -0.440 1.597 -1.824
C 1.773 -0.955 -4.863
C -0.440 -1.438 -5.517
O -0.986 -0.847 -6.439
O 2.725 -1.121 -4.109
O 1.891 -0.969 -6.201
O -0.451 -2.777 -5.468
C -1.089 -3.305 -6.635
H -0.960 -4.382 -6.585
H -0.597 -2.890 -7.518
H -2.144 -3.010 -6.625
C 3.229 -1.246 -6.606
H 3.931 -0.649 -6.017
H 3.277 -1.008 -7.665
H 3.434 -2.308 -6.442
O -0.455 0.689 -0.656
H -1.037 -1.313 -0.438
H -2.324 -0.121 -0.817
C -1.373 2.788 -1.567
C 1.002 2.078 -1.958
H 1.112 2.768 -2.804
H 1.696 1.238 -2.094
H 1.295 2.621 -1.049
H -1.059 3.354 -0.679
H -2.411 2.449 -1.431
H -1.351 3.462 -2.440
V -0.252 -0.201 2.844
C -1.927 -0.362 4.238
C -2.476 -0.052 2.939
C -2.140 -1.120 2.056
H -3.075 0.813 2.673
C -1.362 -2.078 2.780
C -1.215 -1.594 4.138
H -0.734 -2.116 4.960
H -2.107 0.187 5.155
H -2.540 -1.263 1.057
H -1.026 -3.032 2.378
C 2.133 0.431 2.993
C 1.744 -0.490 4.028
C 1.420 -1.735 3.403
H 1.770 -0.306 5.099
C 1.497 -1.555 1.977
C 1.898 -0.204 1.727
H 2.095 0.221 0.743
H 2.612 1.396 3.137
H 1.251 -2.683 3.913
H 1.375 -2.335 1.227
Se -0.257 2.116 3.433
C -0.169 2.195 5.393
C -1.346 2.276 6.165
C -1.267 2.196 7.558
C -0.014 2.123 8.185
C 1.161 2.142 7.421
C 1.084 2.201 6.028
H -2.304 2.382 5.648
H -2.183 2.205 8.151
H 0.047 2.065 9.271
H 2.143 2.121 7.899
H 1.980 2.252 5.407
```


# 2
# C29H36BF6N7O6S6Sr

C29H36BF6N7O6S6Sr as an isolated structure at a distorted geometry (ωB97M-V with the def2-TZVPD basis set, the OMol25 dataset).

Summary:
ΔE to the lowest compared entry with this formula, charge and spin	49.6	kcal per mole
HOMO	-6.999	eV
LUMO level	0.0147	Ha
max |F|	0.1473	hartree/bohr
frontier orbital gap	7.4	eV

Structure (XYZ):
```
92
C29H36BF6N7O6S6Sr, DFT ωB97M-V with the def2-TZVPD basis set
Sr -0.805 -1.989 -1.265
O -0.684 -2.260 1.986
S -0.695 -2.257 3.470
C 0.922 -1.790 4.109
C 1.498 -0.487 3.581
C 2.154 -0.653 2.219
C 2.764 0.633 1.707
S 1.478 1.800 1.090
O 0.152 1.115 1.149
C 1.485 2.924 2.494
C 0.352 3.018 3.285
C 0.337 3.921 4.340
C 1.436 4.727 4.587
C 2.561 4.635 3.777
C 2.588 3.736 2.724
C -1.615 -0.806 3.973
C -2.008 -0.658 5.295
C -2.777 0.437 5.653
C -3.170 1.354 4.689
C -2.793 1.180 3.367
C -2.011 0.093 2.997
H 1.553 -2.655 3.890
H 0.767 -1.765 5.190
H 2.212 -0.103 4.317
H 0.697 0.255 3.501
H 1.399 -0.999 1.513
H 2.935 -1.417 2.245
H 3.410 0.445 0.852
H 3.320 1.156 2.487
H -0.494 2.379 3.072
H -0.540 3.990 4.970
H 1.418 5.431 5.407
H 3.417 5.269 3.963
H 3.461 3.672 2.087
H -1.726 -1.391 6.040
H -3.085 0.564 6.682
H -3.783 2.201 4.970
H -3.111 1.887 2.613
H -1.702 -0.064 1.972
C -1.686 0.391 -6.054
N -0.583 0.991 -5.345
C -0.227 2.319 -5.381
C 0.830 2.452 -4.545
N 1.105 1.226 -3.989
B 2.148 1.031 -2.833
N 2.959 -0.246 -3.144
C 3.607 -0.461 -4.336
C 3.975 -1.760 -4.396
N 3.548 -2.339 -3.222
C 3.629 -3.742 -2.896
C 2.918 -1.412 -2.472
S 2.233 -1.743 -0.941
C 0.232 0.329 -4.485
S 0.152 -1.341 -4.192
H -1.932 1.018 -6.909
H -2.555 0.295 -5.401
H -1.397 -0.603 -6.388
H -0.735 3.029 -6.007
H 1.416 3.316 -4.294
H 2.845 2.018 -2.834
H 1.567 0.872 -1.788
H 3.738 0.332 -5.049
H 4.497 -2.322 -5.147
H 4.157 -4.244 -3.704
H 2.628 -4.162 -2.792
H 4.164 -3.885 -1.958
F -2.714 -4.509 2.151
C -3.584 -3.673 1.609
F -3.743 -2.613 2.394
F -4.742 -4.284 1.474
S -3.018 -3.099 -0.104
O -2.761 -1.652 -0.068
O -4.104 -3.515 -0.945
N -1.637 -3.982 -0.424
S -1.600 -4.406 -2.049
O -1.995 -3.250 -2.839
O -0.312 -4.957 -2.363
C -2.836 -5.816 -2.313
F -3.837 -5.393 -3.062
F -3.276 -6.265 -1.151
F -2.207 -6.793 -2.936
C -2.197 3.530 -0.207
N -1.164 2.961 -1.047
C 0.036 3.728 -1.321
C -1.226 1.701 -1.390
N -1.264 0.608 -1.766
H -2.590 4.443 -0.659
H -1.796 3.769 0.783
H -3.009 2.815 -0.103
H -0.209 4.600 -1.932
H 0.750 3.102 -1.849
H 0.486 4.065 -0.383
```